Record 1
Formula: C4H8F6N2O10P2ReS2
Source: the OMol25 dataset
Level of theory: ωB97M-V/def2-TZVPD

Net charge: +2
Multiplicity: 2
HOMO (spin up / spin down): -16.61 / -16.28 eV
ΔE to the lowest compared entry with this formula, charge and spin: 448.8 kJ/mol
Strongest force on any atom: 0.015 hartree/bohr

Last column: natural (NBO) charge in e.
Positions of all 35 atoms, in Å:
Re  0.919  -0.035  0.750  1.944
F  -0.410  3.880  0.460  -0.285
C  0.581  4.304  1.223  0.807
F  0.175  5.222  2.062  -0.259
F  1.594  4.710  0.498  -0.261
S  1.192  2.859  2.235  2.194
O  1.481  1.807  1.130  -0.918
O  2.359  3.175  2.959  -0.783
N  -0.087  2.438  3.013  -1.183
S  -0.423  1.021  3.512  2.207
O  0.334  -0.025  2.626  -0.921
O  -0.314  0.721  4.882  -0.773
C  -2.181  0.771  2.951  0.785
F  -2.953  1.464  3.740  -0.251
F  -2.281  1.179  1.691  -0.296
F  -2.440  -0.523  3.022  -0.280
N  -0.623  -2.893  -2.171  -0.696
C  0.433  -1.809  -2.312  -0.588
C  1.002  -1.867  -3.731  -0.670
P  1.934  -2.052  -1.115  1.480
O  0.071  -3.217  0.551  -0.430
O  2.106  -0.492  -0.696  -0.936
O  1.040  -2.187  0.416  -0.558
P  -0.367  -0.187  -2.006  2.354
O  -1.827  -0.478  -2.536  -1.007
O  0.339  0.983  -2.490  -1.002
O  -0.542  -0.310  -0.398  -0.938
H  -0.267  -3.797  -2.495  0.451
H  -1.435  -2.652  -2.752  0.469
H  -0.945  -3.016  -1.205  0.469
H  1.478  -2.831  -3.926  0.245
H  1.754  -1.086  -3.860  0.285
H  0.229  -1.691  -4.481  0.260
H  0.377  -3.673  1.355  0.520
H  -2.304  0.286  -2.906  0.564

***

Record 2
Formula: C23H24N6PtS2Sb
Source: the OMol25 dataset
Level of theory: ωB97M-V/def2-TZVPD

Net charge: +1
Multiplicity: 3
HOMO (spin up / spin down): -10.28 / -10.65 eV
ΔE to the lowest compared entry with this formula, charge and spin: 31.0 kJ/mol
Strongest force on any atom: 0.012 hartree/bohr

Last column: natural (NBO) charge in e.
Positions of all 57 atoms, in Å:
Pt  0.035  -0.351  0.089  1.135
C  0.028  1.805  2.684  -0.652
C  0.024  2.645  1.448  0.254
C  0.016  4.034  1.540  -0.232
C  0.013  4.797  0.390  -0.132
C  0.016  4.146  -0.834  -0.273
C  0.024  2.759  -0.866  -0.076
N  0.029  2.028  0.255  -0.523
Sb  0.002  1.936  -2.882  1.082
C  -1.618  0.561  -2.480  -0.075
C  -2.571  0.368  -3.466  -0.268
C  -3.688  -0.398  -3.168  -0.127
C  -3.830  -0.903  -1.890  -0.236
C  -2.839  -0.675  -0.941  0.271
C  -2.994  -1.208  0.450  -0.659
N  -1.738  0.033  -1.261  -0.535
C  1.610  0.532  -2.524  -0.064
C  2.525  0.343  -3.545  -0.279
C  3.648  -0.431  -3.301  -0.124
C  3.833  -0.951  -2.036  -0.234
C  2.881  -0.727  -1.046  0.270
C  3.099  -1.284  0.326  -0.660
N  1.774  -0.006  -1.312  -0.531
H  0.007  2.426  3.577  0.235
H  0.921  1.181  2.722  0.242
H  -0.840  1.146  2.705  0.239
H  0.012  4.504  2.513  0.234
H  0.006  5.878  0.438  0.234
H  0.013  4.711  -1.757  0.229
H  -2.436  0.814  -4.442  0.233
H  -4.452  -0.572  -3.914  0.234
H  -4.707  -1.470  -1.611  0.233
H  -4.043  -1.217  0.742  0.240
H  -2.428  -0.613  1.164  0.234
H  -2.625  -2.235  0.493  0.246
H  2.356  0.802  -4.510  0.233
H  4.382  -0.602  -4.078  0.234
H  4.714  -1.529  -1.792  0.233
H  4.158  -1.260  0.579  0.239
H  2.766  -2.323  0.363  0.244
H  2.546  -0.718  1.071  0.240
C  -0.380  -5.720  -2.017  -0.407
N  -0.117  -5.321  -0.650  -0.342
C  0.009  -6.159  0.446  -0.063
C  0.205  -5.379  1.527  -0.069
N  0.208  -4.074  1.080  -0.525
C  -0.002  -4.038  -0.245  0.266
S  -0.069  -2.684  -1.267  -0.283
H  -0.410  -6.804  -2.070  0.224
H  0.399  -5.342  -2.677  0.229
H  -1.334  -5.312  -2.350  0.225
H  -0.046  -7.229  0.357  0.239
H  0.346  -5.636  2.561  0.247
H  0.200  -3.210  1.633  0.471
S  0.057  -1.183  4.784  -0.074
C  0.118  -1.239  3.204  0.149
N  0.165  -1.300  2.017  -0.876

***

Record 3
Formula: C22H25N3O2
Source: the OMol25 dataset
Level of theory: ωB97M-V/def2-TZVPD

Multiplicity: 1
HOMO: -8.24 eV
ΔE to the lowest compared entry with this formula, charge and spin: 1808.2 kJ/mol
Strongest force on any atom: 0.346 hartree/bohr

Last column: natural (NBO) charge in e.
Positions of all 52 atoms, in Å:
C  -0.226  -2.483  2.866  -0.616
C  -1.439  -1.850  2.367  -0.405
C  -1.392  -0.414  2.840  -0.408
C  -2.728  0.324  2.182  -0.214
N  -2.890  0.199  0.684  -0.626
C  -3.826  -0.115  -0.069  0.631
O  -4.871  -0.458  0.414  -0.675
C  -3.544  -0.273  -1.556  -0.445
H  -4.545  -0.288  -2.003  0.236
H  -3.120  -1.095  -1.783  0.197
C  -2.623  1.077  -2.162  -0.257
N  -1.294  0.698  -2.415  -0.273
N  -0.836  0.708  -1.219  -0.202
C  0.695  0.635  -1.209  0.203
C  1.292  0.195  -2.501  -0.051
C  2.655  0.312  -2.661  -0.259
C  3.089  -0.025  -3.802  -0.081
C  2.412  -0.095  -5.004  -0.226
C  1.203  -0.077  -4.767  -0.169
C  0.552  0.369  -3.658  -0.092
C  -0.932  0.378  -3.629  0.612
O  -1.595  0.570  -4.626  -0.595
H  0.575  -0.005  -5.736  0.231
H  2.974  -0.196  -5.967  0.241
H  4.514  -0.403  -3.905  0.160
H  3.321  0.274  -1.634  0.244
C  1.114  0.610  0.049  -0.133
C  1.245  1.657  0.987  -0.126
C  1.674  1.820  2.094  -0.265
C  2.498  0.735  2.600  0.070
C  2.853  -0.440  1.711  -0.212
C  2.115  -0.548  0.411  -0.080
H  2.306  -1.252  -0.163  0.160
H  3.256  -1.244  1.951  0.179
C  3.131  0.675  3.875  -0.633
H  3.446  1.726  4.382  0.215
H  4.210  0.079  3.880  0.223
H  2.612  0.331  4.625  0.224
H  1.584  2.558  2.825  0.232
H  0.569  2.601  0.543  0.195
H  -3.032  2.074  -1.408  0.246
H  -3.148  1.510  -3.236  0.259
H  -1.906  0.679  0.105  0.421
H  -3.749  -0.108  2.402  0.233
H  -2.612  1.330  2.397  0.180
H  -1.577  -0.369  3.912  0.212
H  -0.681  0.165  2.419  0.204
H  -2.497  -2.320  2.627  0.227
H  -1.257  -1.966  1.156  0.199
H  -0.105  -3.530  2.343  0.195
H  -0.225  -2.617  3.924  0.199
H  0.753  -2.119  2.544  0.215

***

Record 4
Formula: C29H47N5O9
Source: the OMol25 dataset
Level of theory: ωB97M-V/def2-TZVPD

SMILES: O=C1OCCO1.O=C1OCCO1.O=C1OCCO1.CCCC#N.CCCC#N.CCCC#N.CCCC#N.CCCC#N
Multiplicity: 1
HOMO: -10.83 eV
ΔE to the lowest compared entry with this formula, charge and spin: 0.0 kJ/mol
Strongest force on any atom: 0.095 hartree/bohr

Last column: Mulliken charge in e.
Positions of all 90 atoms, in Å:
O  3.228  -0.471  1.723  -0.551
C  2.545  0.019  0.835  0.675
O  1.416  0.747  1.015  -0.311
C  0.890  1.108  -0.254  -0.277
C  2.165  1.053  -1.033  -0.372
O  2.835  -0.007  -0.489  -0.313
H  0.135  0.404  -0.605  0.266
H  0.461  2.099  -0.406  0.316
H  2.843  1.893  -0.880  0.267
H  2.078  0.917  -2.111  0.299
O  2.580  8.129  -4.129  -0.555
C  1.938  7.444  -4.933  0.669
O  1.690  7.751  -6.187  -0.299
C  0.636  6.975  -6.689  -0.269
C  0.662  5.779  -5.836  -0.321
O  1.185  6.315  -4.572  -0.322
H  -0.255  7.593  -6.578  0.267
H  0.724  6.666  -7.730  0.291
H  1.262  4.931  -6.167  0.262
H  -0.324  5.351  -5.654  0.277
O  -0.801  -3.779  10.056  -0.497
C  0.294  -3.593  9.689  0.627
O  0.906  -2.405  9.584  -0.300
C  2.298  -2.696  9.403  -0.279
C  2.242  -4.104  8.743  -0.325
O  1.060  -4.676  9.335  -0.323
H  2.662  -1.954  8.691  0.305
H  2.767  -2.871  10.371  0.279
H  3.042  -4.805  8.980  0.262
H  2.117  -4.107  7.660  0.250
C  10.126  -3.288  3.517  -1.080
C  10.867  -2.644  4.687  -0.321
C  10.021  -2.647  5.905  -0.571
C  9.484  -3.982  6.322  0.288
N  9.158  -5.042  6.587  -0.402
H  10.401  -2.814  2.575  0.340
H  9.083  -3.420  3.807  0.308
H  10.472  -4.319  3.440  0.284
H  11.049  -1.619  4.363  0.262
H  11.821  -3.110  4.937  0.307
H  9.245  -1.882  5.917  0.308
H  10.732  -2.453  6.708  0.277
C  5.851  -5.597  -6.058  -1.229
C  5.032  -4.456  -6.677  -0.237
C  3.610  -4.191  -5.986  -0.645
C  2.801  -3.137  -6.683  0.209
N  2.238  -2.346  -7.304  -0.402
H  6.739  -5.752  -6.670  0.324
H  5.226  -6.474  -5.888  0.326
H  6.304  -5.462  -5.076  0.352
H  4.816  -4.779  -7.695  0.306
H  5.509  -3.486  -6.540  0.294
H  3.716  -4.028  -4.914  0.349
H  2.941  -5.041  -5.853  0.353
C  -5.062  -2.754  1.943  -1.222
C  -4.502  -3.304  3.246  -0.307
C  -3.657  -4.633  2.936  -0.450
C  -2.541  -4.593  1.884  0.260
N  -1.855  -4.496  0.964  -0.424
H  -5.720  -3.409  1.372  0.340
H  -4.237  -2.536  1.264  0.341
H  -5.480  -1.751  2.026  0.342
H  -5.358  -3.598  3.854  0.260
H  -3.955  -2.472  3.689  0.303
H  -4.463  -5.303  2.639  0.282
H  -3.153  -4.952  3.848  0.276
C  -7.358  -0.807  -6.692  -1.043
C  -7.761  -0.239  -5.310  -0.433
C  -7.135  1.007  -4.729  -0.309
C  -6.799  2.145  -5.658  0.135
N  -6.543  3.031  -6.336  -0.418
H  -7.515  -1.880  -6.588  0.322
H  -6.316  -0.774  -7.009  0.327
H  -7.965  -0.238  -7.397  0.294
H  -7.626  -1.015  -4.557  0.303
H  -8.846  -0.140  -5.320  0.289
H  -6.102  0.786  -4.457  0.216
H  -7.701  1.435  -3.902  0.315
C  -7.800  8.391  0.730  -1.115
C  -7.700  7.911  2.169  -0.469
C  -6.356  7.595  2.878  -0.380
C  -5.651  6.336  2.435  0.206
N  -5.156  5.379  2.118  -0.364
H  -7.364  7.626  0.088  0.310
H  -7.234  9.316  0.619  0.319
H  -8.825  8.479  0.370  0.326
H  -8.366  7.048  2.166  0.311
H  -8.239  8.661  2.747  0.307
H  -6.494  7.564  3.958  0.285
H  -5.689  8.450  2.760  0.264

***

Record 5
Formula: C24H29N5O2S
Source: the OMol25 dataset
Level of theory: ωB97M-V/def2-TZVPD

SMILES: CCn1c(COc2ccccc2C)nnc1SCC(=O)N1CCN(c2ccccc2)CC1
Multiplicity: 1
HOMO: -7.63 eV
ΔE to the lowest compared entry with this formula, charge and spin: 97.9 kJ/mol
Strongest force on any atom: 0.023 hartree/bohr

Last column: natural (NBO) charge in e.
Positions of all 61 atoms, in Å:
C  -1.344  3.427  -0.496  -0.614
C  -0.236  3.066  -1.480  -0.225
N  0.466  1.880  -1.060  -0.363
C  1.653  1.768  -0.388  0.287
C  2.500  2.924  0.023  -0.112
O  2.782  3.810  -1.036  -0.519
C  3.623  3.395  -2.045  0.357
C  4.209  2.141  -2.115  -0.319
C  5.044  1.831  -3.177  -0.195
C  5.295  2.762  -4.165  -0.232
C  4.704  4.014  -4.091  -0.186
C  3.866  4.350  -3.043  -0.087
C  3.217  5.697  -2.953  -0.622
N  1.927  0.514  -0.167  -0.274
N  0.932  -0.232  -0.672  -0.355
C  0.062  0.587  -1.208  0.181
S  -1.419  0.145  -1.999  0.271
C  -1.141  -1.650  -2.210  -0.613
C  -2.263  -2.462  -1.580  0.665
O  -3.079  -3.019  -2.293  -0.628
N  -2.328  -2.511  -0.235  -0.433
C  -1.358  -2.026  0.720  -0.253
C  -0.798  -3.224  1.508  -0.223
N  -1.840  -3.983  2.159  -0.456
C  -2.272  -3.649  3.438  0.263
C  -3.141  -4.508  4.121  -0.286
C  -3.547  -4.237  5.411  -0.185
C  -3.094  -3.107  6.071  -0.261
C  -2.220  -2.258  5.417  -0.173
C  -1.815  -2.518  4.121  -0.314
C  -2.792  -4.459  1.177  -0.215
C  -3.386  -3.281  0.390  -0.244
H  -1.850  4.328  -0.831  0.222
H  -2.072  2.620  -0.437  0.218
H  -0.935  3.604  0.496  0.209
H  -0.664  2.869  -2.467  0.219
H  0.493  3.875  -1.556  0.235
H  3.413  2.535  0.486  0.217
H  1.963  3.535  0.758  0.210
H  4.021  1.395  -1.359  0.236
H  5.495  0.851  -3.222  0.216
H  5.945  2.519  -4.992  0.213
H  4.897  4.746  -4.862  0.209
H  2.140  5.608  -3.093  0.214
H  3.385  6.129  -1.968  0.224
H  3.613  6.366  -3.711  0.215
H  -0.157  -1.866  -1.803  0.276
H  -1.164  -1.842  -3.283  0.257
H  -0.535  -1.499  0.241  0.251
H  -1.868  -1.339  1.407  0.193
H  -0.059  -2.893  2.235  0.218
H  -0.297  -3.896  0.801  0.200
H  -3.487  -5.414  3.646  0.209
H  -4.219  -4.921  5.909  0.211
H  -3.412  -2.896  7.081  0.212
H  -1.851  -1.373  5.916  0.209
H  -1.141  -1.821  3.648  0.209
H  -3.598  -5.010  1.655  0.214
H  -2.271  -5.129  0.485  0.200
H  -4.053  -3.636  -0.395  0.251
H  -3.939  -2.629  1.077  0.194